{"formula": "C57H49N3O3P2Y", "method": "ωB97M-V with the def2-TZVPD basis set", "species": ["H", "C", "C", "C", "C", "C", "H", "H", "C", "H", "H", "C", "H", "C", "C", "C", "C", "C", "N", "H", "H", "H", "H", "H", "C", "C", "C", "O", "H", "H", "H", "H", "C", "C", "H", "H", "H", "Y", "C", "C", "C", "C", "C", "H", "H", "H", "P", "H", "H", "H", "P", "C", "C", "H", "C", "C", "O", "C", "C", "C", "H", "H", "C", "H", "C", "H", "C", "C", "C", "C", "C", "H", "H", "H", "H", "C", "C", "C", "C", "C", "C", "O", "H", "C", "C", "C", "C", "H", "H", "H", "C", "C", "H", "C", "N", "H", "H", "H", "C", "C", "C", "H", "H", "H", "H", "H", "H", "H", "C", "C", "H", "C", "C", "C", "N"], "xyz": [[-1.4088, -4.5106, 5.3105], [1.0609, 6.7561, 0.1432], [-4.3572, 3.1099, 2.5094], [-3.2579, 1.7292, 0.7348], [0.3096, 5.9109, -0.6370], [-2.4357, 1.6989, 3.0205], [-2.2655, 2.9174, -2.7385], [-6.8861, -0.7572, 1.7345], [1.4043, 1.9647, -3.5260], [1.3229, 7.7439, -0.2058], [6.8031, 1.0939, -0.6615], [-5.8372, -1.0023, 1.6423], [7.0439, -0.8795, 0.8052], [1.1899, -3.1174, -3.3687], [1.2472, -5.6068, -3.2649], [-0.7984, 3.8034, -1.1076], [0.3414, 4.1975, 1.0877], [1.9119, -0.9511, -2.5269], [-3.7084, 2.1744, -0.3619], [1.9230, -5.5762, -2.4098], [-1.2630, -3.5617, -4.5209], [2.8450, -1.6197, 0.4812], [5.0551, -2.2501, 1.3586], [1.3704, 4.7517, 2.8778], [3.7120, -1.0119, 0.2432], [-1.2874, -3.2433, 0.0141], [1.0970, -2.0820, -2.4443], [0.2194, -2.1127, -1.3904], [-3.6182, 3.2290, 5.7990], [2.9266, 5.1330, -1.9427], [-2.4627, -3.5088, 3.3310], [2.0467, 6.9772, 2.0409], [4.9540, -1.3697, 0.7378], [2.8526, -0.8745, -3.5498], [0.9736, -4.0875, 5.8017], [-3.9897, 1.3681, -2.2797], [-0.0343, -4.4559, -5.4240], [-0.3241, 1.0805, 0.8409], [2.5010, 3.0546, -1.6877], [2.5054, 4.2464, -2.3947], [-3.5475, 2.9480, 4.7563], [-0.5182, -3.2525, -1.1488], [-0.8237, -3.8848, 4.6508], [-1.2244, -5.3260, -4.4594], [-5.3741, -0.4992, 3.6756], [-1.4573, 1.3449, -2.7309], [-1.3333, -1.7929, 1.1394], [0.9776, 1.0796, -3.9793], [4.0112, 2.6303, 3.4994], [4.3451, 0.9315, 3.9070], [1.8840, 0.3701, -1.2611], [-1.9719, 2.0788, -2.1017], [-3.9895, -1.7676, 0.3113], [4.6077, 1.7036, -1.5712], [6.0703, -0.6024, 0.4244], [-3.2251, 1.4172, -1.5028], [-0.0349, 3.0369, 1.5629], [1.4638, 6.3183, 1.4103], [-3.3679, 2.2175, 2.0973], [-0.6724, -2.5109, 2.6786], [4.8682, 1.5819, 2.3380], [-2.6902, 0.7829, 0.6947], [-5.3340, -1.4595, 0.4319], [2.1995, -3.7663, -5.1336], [-2.0547, -5.4657, -0.5236], [2.9045, 3.0364, -0.6807], [-4.4530, 3.4795, 3.8346], [-2.0498, -4.3666, 0.3136], [-1.2839, -5.4408, -1.6723], [1.1073, 5.0745, 1.8789], [4.6893, 0.8554, -0.9055], [-0.0189, 6.2266, -1.6198], [3.5086, -0.0150, -3.6047], [-5.0502, 3.4886, 1.7695], [-1.2065, 4.3620, -1.9561], [-4.9911, -0.8605, 2.7317], [-2.5548, 2.0722, 4.3629], [2.8262, 1.2243, 2.5114], [0.5155, -3.6471, 4.9265], [4.0919, 1.6195, 3.1025], [1.2612, -2.8360, 4.0844], [-1.4654, 0.8664, 2.6272], [-5.9903, -1.5762, -0.4199], [2.1168, -2.9794, -4.3970], [-0.0316, 4.6206, -0.2020], [0.6653, -2.2653, 2.9716], [-0.6049, -4.4310, -4.4962], [3.6716, -1.8062, -5.2961], [-2.6603, -4.3689, 1.2058], [-3.6077, -2.1283, -0.6375], [1.3802, 3.1651, -4.2184], [-3.1305, -1.6186, 1.4013], [2.3034, -2.6437, 4.3003], [-1.4159, -3.3219, 3.5317], [-1.0595, 2.5456, -1.0542], [-5.2210, 4.1674, 4.1566], [1.2467, -1.6173, 2.3234], [-1.8445, 1.6709, 5.0731], [-3.6433, -1.1633, 2.6125], [0.3338, -4.3699, -3.2800], [-0.4958, -4.3443, -2.0081], [-1.2941, -6.2986, -2.3303], [0.6609, -6.5212, -3.2041], [0.9334, 3.2066, -5.2023], [-2.9849, 0.3819, -1.2088], [-2.9834, -1.0138, 3.4571], [1.8444, -5.6631, -4.1731], [-2.6558, -6.3318, -0.2877], [1.9825, 1.8936, -2.2587], [2.9491, -1.8766, -4.4961], [1.9418, 5.2354, -4.2114], [3.5655, 0.1073, -0.5779], [1.9436, 4.3046, -3.6608], [5.9346, 0.5067, -0.3960], [1.8281, 0.9187, 2.0423]], "forces_ev_per_angstrom": [[-0.0199, -0.0153, 0.0156], [-0.0153, -0.0401, 0.0045], [0.0087, 0.0288, 0.0439], [-0.0352, -0.0492, -0.0663], [0.0196, 0.0265, 0.0454], [0.1149, -0.0995, 0.0211], [0.0107, -0.0279, 0.0144], [-0.0306, 0.0094, 0.0040], [0.0318, -0.0344, 0.0198], [0.0082, 0.0338, -0.0091], [0.0240, 0.0192, -0.0047], [0.0200, -0.0012, 0.0019], [0.0196, -0.0061, 0.0117], [0.0249, 0.0075, -0.0445], [0.0088, 0.0244, 0.0269], [-0.0602, 0.0569, -0.0606], [-0.0257, -0.0187, 0.1539], [0.0029, 0.0180, 0.0083], [0.0455, 0.0061, 0.0477], [0.0089, -0.0010, 0.0059], [-0.0045, 0.0109, -0.0045], [-0.0319, -0.0155, 0.0214], [-0.0018, -0.0106, 0.0116], [0.0138, -0.0071, 0.0163], [-0.0352, 0.0292, 0.0125], [-0.0319, 0.0974, 0.0340], [-0.0182, -0.0010, 0.0728], [-0.0255, 0.0195, -0.0075], [-0.0164, 0.0145, 0.0244], [0.0076, 0.0373, 0.0177], [-0.0108, 0.0000, 0.0130], [0.0095, 0.0118, 0.0189], [0.0145, 0.0145, 0.0145], [-0.0519, 0.0120, -0.0222], [0.0094, -0.0109, 0.0101], [0.0160, -0.0269, 0.0227], [0.0277, 0.0032, -0.0331], [-0.1236, 0.4694, 0.4038], [0.0181, -0.0237, 0.0539], [0.0044, 0.0050, -0.0156], [-0.0232, 0.0143, -0.0346], [0.1031, 0.0774, -0.0139], [0.0025, 0.0019, 0.0013], [-0.0220, -0.0388, 0.0051], [-0.0174, 0.0263, 0.0431], [-0.0214, 0.0143, -0.0042], [-0.0893, -0.2267, -0.0602], [0.0009, -0.0283, -0.0150], [-0.0202, -0.0099, -0.0140], [0.0066, 0.0011, 0.0131], [0.0388, -0.0953, -0.0818], [-0.0196, -0.0652, -0.0427], [0.0228, -0.0272, -0.0166], [0.0122, 0.0118, -0.0034], [0.0055, 0.0118, 0.0009], [-0.0603, 0.0114, -0.0709], [0.3235, 0.0867, -0.3090], [0.0022, 0.0143, -0.0266], [-0.0201, 0.0063, -0.0698], [-0.0206, 0.1124, -0.0015], [-0.0097, -0.0136, -0.0128], [-0.0466, -0.2033, -0.0169], [-0.0458, 0.0088, 0.0125], [0.0049, -0.0248, -0.0420], [0.0281, 0.0057, -0.0426], [0.0039, 0.0058, -0.0046], [0.0473, -0.0394, -0.0080], [0.0055, 0.0391, 0.0015], [0.0086, 0.0393, 0.0085], [-0.0424, -0.0192, 0.0216], [-0.0132, 0.0363, 0.0120], [-0.0143, 0.0237, -0.0421], [0.0130, 0.0139, -0.0071], [-0.0225, 0.0168, -0.0124], [0.0128, -0.0010, 0.0344], [-0.0215, -0.0334, -0.0388], [0.0077, -0.0109, -0.0299], [-0.0362, 0.0180, 0.0415], [0.0165, 0.0193, -0.0014], [0.0255, -0.0492, -0.0333], [0.0008, -0.0330, 0.0595], [-0.0517, 0.0658, -0.0923], [-0.0161, -0.0034, -0.0192], [0.0172, 0.0391, 0.0416], [-0.0176, 0.0170, -0.0320], [0.0119, 0.0317, -0.0719], [-0.0077, 0.0294, 0.0161], [0.0207, -0.0008, -0.0268], [-0.0233, -0.0105, 0.0235], [-0.0114, 0.0003, 0.0139], [0.0132, 0.0194, 0.0057], [0.0304, -0.0240, -0.0584], [0.0400, 0.0106, 0.0065], [-0.0023, -0.0343, -0.0155], [0.0650, -0.1347, 0.0973], [-0.0252, 0.0217, 0.0227], [0.0051, -0.0336, 0.0160], [0.0173, -0.0111, 0.0233], [0.0484, 0.0067, 0.0765], [0.0029, 0.0575, 0.0141], [-0.0474, -0.0669, 0.0086], [-0.0054, -0.0375, -0.0197], [-0.0218, -0.0416, -0.0044], [-0.0135, -0.0005, -0.0298], [0.0044, 0.0192, -0.0224], [-0.0171, -0.0172, -0.0142], [0.0187, -0.0037, -0.0298], [-0.0193, -0.0265, 0.0089], [-0.0758, 0.0038, 0.0348], [-0.0483, -0.0211, 0.0530], [-0.0009, 0.0249, -0.0130], [-0.0085, -0.0587, -0.1104], [0.0161, -0.0097, 0.0072], [0.0264, -0.0456, 0.0236], [0.0184, -0.0294, -0.0370]], "mulliken_charge": [0.458, -0.965, -0.819, 2.144, -0.650, 0.904, 0.561, 0.412, -0.944, 0.428, 0.461, -0.690, 0.405, 0.206, -1.814, -0.955, 0.008, 0.111, -0.777, 0.382, 0.357, 0.197, 0.493, 0.575, -0.637, 0.446, -0.446, 0.257, 0.443, 0.453, 0.319, 0.451, -0.662, -0.227, 0.405, 0.564, 0.407, 0.063, -0.789, -1.012, -0.535, -0.583, -0.875, 0.406, 0.459, 0.076, 1.952, 0.430, 0.373, 0.367, 2.487, -1.102, -0.528, 0.453, -0.729, -0.028, -0.185, -0.510, 0.096, 1.018, 0.268, -0.857, -0.786, 0.425, -1.707, 0.674, -0.812, 0.176, -0.518, -0.915, -0.425, 0.417, 0.532, 0.516, 0.166, -0.899, -1.147, 0.464, -0.673, -1.374, -0.870, -0.609, 0.464, -0.291, 0.993, -0.148, -1.674, 0.428, 0.398, 0.373, -0.799, 0.099, 0.485, -0.331, 1.319, 0.443, -0.121, 0.489, -0.522, 1.629, 0.620, 0.410, 0.426, 0.468, -0.259, 0.519, 0.416, 0.441, 0.695, -1.598, 0.451, 1.034, -0.827, -0.790, 0.146], "charge": 1, "molar_mass_g_mol": 974.9, "homo_lumo_gap_ev": 7.728, "energy_ev": -90138.0291, "largest_force_ev_per_a": 0.6, "homo_energy_ha": -0.3599, "relative_energy_kcal_mol": 1.4, "lumo_energy_ev": -2.067}